Record 1
3 unconnected molecules or ions with the total composition C7H10BrNO3 in a non-equilibrium geometry, computed with ωB97M-V/def2-TZVPD.

Summary:
**Relative energy (zero: lowest compared OMol25 entry of this formula, charge and spin)**: 77.42 kJ/mol
**Highest occupied orbital energy**: -9.18 eV
**SMILES string**: CC#CO/C=N\CC.O=C=O.Br
**Total energy**: -3127.08622 a.u.
**Frontier orbital gap**: 9.521 eV
**LUMO energy**: 0.3 eV

```
! wB97M-V def2-TZVPD RIJCOSX def2/J DEFGRID3
* xyz 0 1
C 3.23 -0.36 -0.23
C 2.24 -1.13 0.47
C 1.53 -1.72 1.24
O 0.53 -2.26 1.95
C -0.62 -1.53 2.11
N -1.19 -0.54 1.57
C -0.75 0.53 0.59
C -2.09 1.01 0.00
H 4.19 -0.88 -0.07
H 2.98 0.71 -0.18
H 3.10 -0.55 -1.38
H -1.35 -2.22 2.59
H -0.34 1.38 1.31
H -0.03 0.12 -0.16
H -2.38 0.17 -0.61
H -2.68 1.17 0.95
H -2.20 2.01 -0.56
O 5.82 -2.11 -1.98
C 6.74 -1.86 -1.30
O 7.64 -1.60 -0.63
Br -5.13 -1.66 -0.70
H -3.94 -2.46 -1.10
*
```

Atom charges from the Löwdin analysis, given in e for atoms 1 to 6: atom 1 (C): -0.11, atom 2 (C): -0.11, atom 3 (C): -0.09, atom 4 (O): 0.02, atom 5 (C): -0.22, atom 6 (N): 0.05



Record 2
2 unconnected molecules or ions with the total composition C4H11N2O in a non-equilibrium geometry, computed with ωB97M-V/def2-TZVPD.

Summary:
**Relative energy (zero: lowest compared OMol25 entry of this formula, charge and spin)**: 661.80 kJ/mol
**Highest occupied orbital energy (alpha / beta)**: -12.36 / -11.16 eV
**Total energy**: -343.31209 a.u.
**Frontier orbital gap (alpha / beta)**: 9.019 / 6.653 eV
**LUMO energy (alpha / beta)**: -3.3 / -4.5 eV

```
! wB97M-V def2-TZVPD RIJCOSX def2/J DEFGRID3
* xyz 1 1
C -0.92 1.37 -2.30
C -0.71 0.10 -2.10
C 1.54 0.47 0.92
C 0.33 -0.41 0.62
N 0.56 -1.75 0.93
N -0.91 0.17 1.53
O -0.82 -1.04 -2.52
H -1.29 1.74 -3.28
H -0.66 2.13 -1.61
H 2.05 0.26 1.87
H 2.19 0.32 0.12
H 1.35 1.51 1.01
H 1.17 -2.12 1.73
H -0.31 -2.31 0.73
H -0.49 1.02 1.85
H -1.90 0.29 1.29
H -0.88 -0.34 2.46
H -0.31 -1.40 -3.28
*
```

Atom charges from the Löwdin analysis, given in e for atoms 1 to 6: atom 1 (C): 0.04, atom 2 (C): -0.23, atom 3 (C): -0.07, atom 4 (C): -0.32, atom 5 (N): 0.03, atom 6 (N): 0.18